{
  "formula": "C27H32N8O5RhS",
  "method": "the ωB97M-V functional and the def2-TZVPD basis",
  "elements": ["Rh", "N", "C", "C", "C", "C", "C", "N", "C", "C", "C", "C", "C", "N", "H", "H", "H", "H", "H", "H", "H", "H", "H", "O", "C", "O", "C", "C", "C", "C", "C", "N", "H", "H", "H", "H", "N", "C", "C", "C", "C", "C", "C", "S", "O", "O", "O", "H", "H", "H", "H", "H", "H", "C", "N", "C", "C", "N", "N", "C", "C", "H", "H", "H", "H", "H", "H", "H", "H", "H", "H", "H", "H", "H"],
  "positions_angstrom": [[-0.179330, -0.058685, -0.334013], [3.276492, 0.803406, -0.679660], [2.880448, 0.799564, 0.649530], [3.882862, 1.140333, 1.572486], [3.585590, 1.155650, 2.910773], [2.291128, 0.832842, 3.315945], [1.371768, 0.521323, 2.348004], [1.641150, 0.498425, 1.025889], [2.626361, 0.735061, -1.892735], [3.400501, 1.099701, -3.012893], [2.847646, 1.045554, -4.263808], [1.514131, 0.650604, -4.393598], [0.825729, 0.328502, -3.255020], [1.360147, 0.336428, -2.012898], [4.210805, 1.169631, -0.779945], [4.870825, 1.401996, 1.217945], [4.346060, 1.418116, 3.633795], [2.002721, 0.832223, 4.356504], [0.352866, 0.295504, 2.615449], [4.421774, 1.428737, -2.870053], [3.435993, 1.318390, -5.129693], [1.026364, 0.603544, -5.356244], [-0.217295, 0.043413, -3.299921], [-2.953399, 0.672330, 2.836345], [-2.119344, 0.258288, 2.056624], [-1.437200, 0.946613, 1.208670], [-1.764221, -1.223597, 2.082032], [-2.290203, -2.064039, 3.050151], [-1.935402, -3.401852, 3.034294], [-1.077025, -3.857179, 2.042361], [-0.607014, -2.954118, 1.106814], [-0.936076, -1.661652, 1.130832], [-2.961663, -1.640849, 3.784111], [-2.321443, -4.082758, 3.781196], [-0.772412, -4.893142, 1.993289], [0.056730, -3.268357, 0.310683], [-1.147046, 2.098981, -1.196157], [-0.046844, 2.966867, -1.210858], [0.499805, 3.402778, -2.416739], [1.732909, 4.028827, -2.428723], [2.396345, 4.240929, -1.227781], [1.810536, 3.904138, -0.010223], [0.585574, 3.272974, -0.001126], [4.071948, 4.733796, -1.257029], [4.290746, 5.746237, -0.155307], [4.402524, 5.200898, -2.559638], [4.866593, 3.643741, -0.687946], [-1.701469, 2.119958, -2.041266], [-1.715386, 2.160415, -0.354562], [-0.021401, 3.217744, -3.348030], [2.190371, 4.339945, -3.357855], [2.322544, 4.118792, 0.919556], [0.118684, 2.975290, 0.930015], [-3.734816, -0.186023, -1.151908], [-3.492467, -1.615451, -1.086296], [-4.289632, -2.334504, -0.101974], [-2.374248, -2.143747, -1.645268], [-1.325591, -1.389715, -1.870365], [-2.420605, -3.479805, -1.948268], [-3.628863, -4.081333, -2.507211], [-1.203171, -4.179902, -2.308082], [-4.811483, -0.021487, -1.111174], [-3.354536, 0.199848, -2.095736], [-3.270616, 0.356974, -0.327855], [-4.294734, -1.775568, 0.836647], [-3.864908, -3.316359, 0.086345], [-5.323622, -2.448455, -0.434961], [-0.677436, -1.859424, -2.492027], [-4.442401, -3.364483, -2.516331], [-3.932171, -4.957886, -1.932606], [-3.438577, -4.392798, -3.537203], [-0.921774, -4.013000, -3.354444], [-1.362818, -5.248500, -2.170732], [-0.377431, -3.877844, -1.666821]],
  "forces_ev_per_angstrom": [[0.05, -0.05, 0.03], [0.01, 0.05, -0.02], [-0.01, 0.00, 0.07], [-0.01, 0.01, 0.01], [-0.03, -0.01, -0.01], [0.01, 0.01, 0.00], [-0.02, 0.01, 0.01], [0.05, -0.08, -0.01], [-0.03, -0.02, -0.02], [-0.03, 0.00, -0.04], [0.00, -0.02, 0.05], [0.01, 0.01, -0.02], [-0.04, -0.07, -0.02], [0.03, 0.07, 0.02], [0.02, 0.01, 0.00], [0.00, 0.00, -0.01], [0.00, 0.01, 0.00], [0.00, 0.00, 0.00], [-0.02, -0.02, 0.00], [0.01, -0.01, 0.01], [-0.01, 0.00, 0.00], [-0.01, 0.01, 0.00], [0.02, 0.02, 0.01], [-0.10, -0.05, -0.07], [0.23, 0.04, 0.17], [-0.05, 0.02, -0.17], [-0.09, 0.00, -0.03], [0.00, -0.01, 0.00], [0.00, 0.02, 0.00], [0.00, -0.01, -0.01], [0.00, -0.02, 0.02], [0.01, -0.02, -0.04], [0.01, 0.00, 0.00], [0.00, 0.00, 0.00], [0.00, 0.00, -0.01], [0.03, 0.03, 0.05], [-0.11, 0.03, -0.09], [0.17, -0.01, -0.01], [-0.03, 0.04, 0.05], [-0.03, 0.05, 0.02], [0.14, -0.01, 0.02], [-0.04, 0.01, 0.00], [-0.06, 0.09, -0.01], [-0.10, 0.14, 0.10], [-0.05, -0.17, -0.13], [0.01, 0.00, -0.01], [0.03, -0.05, 0.00], [-0.01, -0.01, 0.02], [0.01, -0.03, 0.02], [0.01, -0.01, 0.01], [0.01, -0.02, 0.00], [0.01, -0.02, 0.00], [0.01, -0.01, -0.01], [0.00, -0.01, -0.07], [0.02, 0.03, 0.07], [-0.04, 0.00, -0.05], [0.06, -0.02, -0.04], [-0.08, 0.00, 0.06], [-0.01, 0.04, 0.01], [0.00, -0.02, 0.05], [0.01, 0.01, -0.01], [0.00, 0.01, -0.01], [0.00, 0.00, 0.01], [0.02, 0.02, 0.07], [-0.01, 0.01, 0.00], [0.03, -0.03, -0.02], [0.01, -0.02, 0.00], [0.00, -0.04, 0.02], [-0.02, 0.03, 0.03], [0.00, 0.00, 0.00], [0.00, 0.00, 0.00], [0.01, -0.01, -0.01], [0.00, 0.00, 0.00], [-0.02, 0.02, -0.04]],
  "mulliken_charge": [0.432, -0.006, 0.648, -0.732, -0.636, -1.051, -0.690, 0.668, 0.503, -0.656, -0.503, -1.118, -0.574, 0.300, 0.135, 0.461, 0.444, 0.504, 0.332, 0.469, 0.444, 0.470, 0.540, -0.719, 0.309, -0.275, 0.389, -0.984, -0.485, -0.858, -0.716, 1.174, 0.581, 0.463, 0.483, 0.456, -0.080, 0.253, -0.510, -0.854, 0.330, -0.860, -0.511, 1.360, -0.392, -0.612, -0.451, 0.333, 0.336, 0.380, 0.556, 0.489, 0.468, -0.886, 0.236, -1.244, 0.242, -0.061, 0.226, -1.223, -1.225, 0.382, 0.250, 0.165, 0.459, 0.408, 0.324, 0.285, 0.412, 0.341, 0.398, 0.400, 0.331, 0.342],
  "energy_ev": -64513.866,
  "gap_ev": [8.64, 5.41],
  "de_lowest_kj_mol": 37.8,
  "total_charge": 1,
  "multiplicity": 5,
  "e_homo_ev": [-10.98, -11.24]
}